[1]
{
  "formula": "C47H106BN6O10",
  "method": "wB97M-V/def2-TZVPD",
  "total_energy_ev": -80546.5719,
  "homo_ev": -4.35,
  "total_charge": -1,
  "homo_lumo_gap_ev": 6.5,
  "lumo_ev": 2.182,
  "species": ["C", "C", "C", "C", "O", "B", "C", "C", "C", "C", "N", "C", "C", "C", "O", "C", "C", "O", "C", "C", "O", "C", "C", "C", "C", "C", "C", "C", "C", "C", "C", "C", "O", "C", "H", "H", "H", "H", "H", "H", "H", "H", "H", "H", "H", "H", "H", "H", "H", "H", "H", "H", "H", "H", "H", "H", "H", "H", "H", "H", "H", "H", "H", "H", "H", "H", "H", "H", "H", "H", "H", "H", "H", "H", "H", "H", "H", "H", "H", "H", "H", "H", "H", "H", "H", "C", "C", "C", "O", "C", "N", "H", "H", "H", "H", "H", "H", "H", "H", "H", "H", "H", "C", "C", "C", "O", "C", "N", "H", "H", "H", "H", "H", "H", "H", "H", "H", "H", "H", "C", "C", "C", "O", "C", "N", "H", "H", "H", "H", "H", "H", "H", "H", "H", "H", "H", "C", "C", "C", "O", "C", "N", "H", "H", "H", "H", "H", "H", "H", "H", "H", "H", "H", "C", "C", "C", "O", "C", "N", "H", "H", "H", "H", "H", "H", "H", "H", "H", "H", "H"],
  "positions_angstrom": [[1.72, -6.02, 0.02], [2.39, -5.44, -0.84], [3.12, -4.58, -1.75], [2.36, -3.27, -2.04], [2.84, -2.21, -1.30], [1.70, -1.36, -0.85], [1.19, -1.57, 0.72], [2.25, -2.13, 1.69], [1.57, -3.02, 2.75], [0.64, -2.18, 3.66], [-0.79, -2.47, 3.48], [-1.11, -3.86, 3.75], [-1.58, -1.56, 4.20], [-2.65, -2.04, 5.14], [-1.43, -0.35, 4.05], [1.87, 0.26, -1.10], [2.88, 0.62, -2.15], [2.78, 2.04, -2.48], [3.70, 2.81, -1.77], [3.28, 4.26, -1.75], [0.57, -1.92, -1.67], [0.84, -3.28, -1.76], [-0.07, -4.02, -2.73], [-1.40, -3.28, -2.76], [-2.60, -4.12, -3.24], [-3.57, -4.44, -2.10], [-4.68, -3.40, -1.80], [-4.77, -2.21, -2.75], [-3.82, -1.10, -2.30], [-4.03, 0.26, -2.97], [-3.36, 1.37, -2.15], [-1.95, 1.03, -1.70], [-1.45, 2.08, -0.86], [-1.83, 1.85, 0.48], [1.14, -6.38, 0.83], [3.35, -5.10, -2.68], [4.06, -4.37, -1.27], [2.46, -3.14, -3.12], [0.36, -2.27, 0.74], [0.79, -0.65, 1.16], [2.85, -1.35, 2.17], [2.92, -2.80, 1.15], [1.06, -3.79, 2.20], [2.35, -3.42, 3.39], [0.86, -1.14, 3.47], [0.90, -2.40, 4.70], [-2.17, -4.04, 3.77], [-0.63, -4.21, 4.67], [-0.72, -4.48, 2.95], [-2.37, -2.89, 5.75], [-2.96, -1.21, 5.77], [-3.52, -2.33, 4.55], [0.89, 0.63, -1.39], [2.14, 0.70, -0.14], [2.69, 0.10, -3.08], [3.88, 0.42, -1.79], [4.70, 2.77, -2.23], [3.84, 2.45, -0.75], [3.76, 4.80, -0.93], [3.58, 4.74, -2.68], [2.20, 4.36, -1.68], [0.61, -3.73, -0.79], [0.36, -4.13, -3.72], [-0.27, -5.00, -2.32], [-1.32, -2.46, -3.46], [-1.58, -2.87, -1.77], [-3.06, -3.66, -4.11], [-2.20, -5.07, -3.58], [-2.96, -4.52, -1.20], [-4.00, -5.43, -2.22], [-5.65, -3.89, -1.74], [-4.50, -3.00, -0.81], [-5.78, -1.80, -2.64], [-4.66, -2.45, -3.80], [-2.78, -1.39, -2.42], [-4.01, -0.95, -1.24], [-5.11, 0.43, -2.97], [-3.73, 0.27, -4.01], [-3.27, 2.24, -2.80], [-3.99, 1.64, -1.31], [-1.27, 0.95, -2.54], [-1.88, 0.12, -1.13], [-2.73, 1.25, 0.58], [-2.03, 2.78, 1.00], [-1.05, 1.29, 1.00], [4.85, 3.52, 4.55], [3.59, 2.66, 4.50], [3.80, 1.27, 3.89], [3.91, 1.26, 2.48], [5.19, 1.59, 1.97], [2.53, 3.41, 3.81], [5.10, 3.94, 3.58], [4.71, 4.36, 5.24], [5.71, 2.94, 4.90], [3.26, 2.51, 5.54], [2.92, 0.67, 4.11], [4.66, 0.76, 4.35], [5.99, 1.22, 2.62], [5.29, 2.66, 1.82], [5.28, 1.10, 1.00], [1.66, 2.89, 3.88], [2.75, 3.40, 2.82], [-0.93, 5.48, -0.34], [0.14, 6.56, -0.20], [1.57, 6.01, -0.26], [2.01, 5.36, 0.92], [1.59, 4.01, 1.05], [-0.11, 7.32, 1.03], [-1.06, 4.90, 0.58], [-1.89, 5.93, -0.57], [-0.68, 4.78, -1.14], [0.02, 7.24, -1.05], [2.25, 6.86, -0.39], [1.71, 5.36, -1.13], [1.55, 3.50, 0.09], [0.62, 3.94, 1.55], [2.33, 3.50, 1.68], [0.54, 8.10, 1.07], [0.18, 6.73, 1.81], [-5.99, 5.45, 4.37], [-5.14, 4.20, 4.61], [-3.82, 4.19, 3.84], [-3.93, 3.89, 2.46], [-4.31, 4.98, 1.64], [-5.95, 3.01, 4.32], [-6.50, 5.42, 3.41], [-6.76, 5.53, 5.14], [-5.38, 6.35, 4.41], [-4.89, 4.18, 5.68], [-3.19, 3.39, 4.25], [-3.26, 5.13, 3.98], [-3.89, 5.93, 2.00], [-5.40, 5.06, 1.56], [-3.92, 4.79, 0.64], [-5.43, 2.18, 4.58], [-6.04, 2.94, 3.31], [-1.82, -8.36, -0.09], [-1.47, -8.28, 1.39], [-2.66, -8.51, 2.33], [-3.54, -7.41, 2.44], [-4.48, -7.28, 1.39], [-0.80, -7.00, 1.64], [-2.32, -7.46, -0.44], [-0.92, -8.47, -0.69], [-2.47, -9.21, -0.30], [-0.75, -9.08, 1.59], [-2.27, -8.67, 3.34], [-3.21, -9.42, 2.05], [-4.82, -8.26, 1.02], [-4.08, -6.69, 0.57], [-5.35, -6.75, 1.79], [-0.47, -6.99, 2.60], [-1.52, -6.28, 1.62], [5.27, 1.47, -7.39], [4.30, 1.80, -6.25], [3.61, 3.16, -6.39], [4.43, 4.28, -6.08], [5.30, 4.70, -7.11], [5.01, 1.67, -4.98], [6.21, 2.00, -7.29], [5.50, 0.41, -7.39], [4.83, 1.72, -8.36], [3.51, 1.04, -6.27], [2.79, 3.20, -5.68], [3.18, 3.28, -7.40], [4.85, 4.56, -8.10], [6.26, 4.17, -7.06], [5.50, 5.76, -6.96], [4.33, 1.79, -4.22], [5.62, 2.48, -4.88]],
  "lowdin_charge": [0.103, -0.133, -0.133, -0.300, 0.032, -0.761, -0.074, -0.201, -0.186, -0.167, -0.083, -0.079, -0.488, -0.012, 0.045, -0.053, -0.194, -0.168, -0.311, -0.072, -0.015, -0.341, -0.119, -0.210, -0.196, -0.196, -0.190, -0.209, -0.220, -0.195, -0.174, -0.224, -0.199, -0.102, -0.027, 0.108, 0.119, 0.144, 0.088, 0.084, 0.096, 0.097, 0.084, 0.100, 0.101, 0.118, 0.080, 0.099, 0.056, 0.070, 0.075, 0.086, 0.093, 0.089, 0.121, 0.119, 0.108, 0.101, 0.088, 0.086, 0.037, 0.126, 0.118, 0.107, 0.110, 0.107, 0.092, 0.098, 0.096, 0.090, 0.093, 0.097, 0.103, 0.101, 0.080, 0.119, 0.101, 0.110, 0.109, 0.106, 0.130, 0.111, 0.085, 0.059, 0.087, -0.072, -0.421, -0.208, -0.192, -0.101, 0.052, 0.065, 0.071, 0.074, 0.132, 0.117, 0.120, 0.089, 0.076, 0.087, 0.084, 0.002, -0.064, -0.419, -0.237, -0.165, -0.069, 0.033, 0.056, 0.072, 0.082, 0.133, 0.129, 0.053, 0.098, 0.092, 0.044, 0.064, 0.067, -0.076, -0.433, -0.206, -0.200, -0.101, 0.036, 0.062, 0.071, 0.077, 0.132, 0.125, 0.121, 0.094, 0.074, 0.079, 0.070, 0.068, -0.060, -0.420, -0.211, -0.191, -0.101, 0.037, 0.060, 0.078, 0.077, 0.136, 0.120, 0.118, 0.090, 0.070, 0.087, 0.083, 0.073, -0.077, -0.426, -0.201, -0.191, -0.119, 0.062, 0.060, 0.073, 0.073, 0.138, 0.123, 0.117, 0.087, 0.073, 0.083, 0.043, 0.068]
}

***

[2]
{
  "formula": "C47H108CaN6O11",
  "method": "wB97M-V/def2-TZVPD",
  "total_energy_ev": -100384.2172,
  "homo_ev": -7.16,
  "homo_lumo_gap_ev": 7.7,
  "lumo_ev": 0.541,
  "species": ["Ca", "C", "O", "H", "H", "H", "C", "O", "H", "H", "H", "C", "C", "C", "C", "C", "C", "N", "O", "C", "C", "C", "H", "H", "H", "H", "H", "H", "H", "H", "H", "H", "H", "H", "H", "H", "H", "H", "H", "H", "H", "C", "C", "C", "C", "C", "C", "N", "O", "C", "C", "C", "H", "H", "H", "H", "H", "H", "H", "H", "H", "H", "H", "H", "H", "H", "H", "H", "H", "H", "H", "C", "C", "C", "C", "C", "C", "N", "O", "C", "C", "C", "H", "H", "H", "H", "H", "H", "H", "H", "H", "H", "H", "H", "H", "H", "H", "H", "H", "H", "H", "C", "O", "C", "C", "N", "C", "C", "O", "C", "H", "H", "H", "H", "H", "H", "H", "H", "H", "H", "H", "H", "H", "H", "H", "C", "O", "C", "C", "N", "C", "C", "O", "C", "H", "H", "H", "H", "H", "H", "H", "H", "H", "H", "H", "H", "H", "H", "H", "C", "O", "C", "C", "N", "C", "C", "O", "C", "H", "H", "H", "H", "H", "H", "H", "H", "H", "H", "H", "H", "H", "H", "H"],
  "positions_angstrom": [[-0.24, 0.71, 0.88], [-3.34, -0.38, 2.68], [-2.03, -0.40, 2.18], [-3.93, -1.30, 2.57], [-3.17, -0.33, 3.75], [-3.87, 0.53, 2.41], [2.80, 2.15, -0.56], [1.56, 1.56, -0.27], [3.39, 2.40, 0.32], [3.39, 1.55, -1.26], [2.73, 3.03, -1.20], [-1.14, 7.44, -3.56], [-0.82, 6.86, -2.11], [-0.38, 5.44, -2.31], [1.09, 5.39, -2.82], [2.02, 6.13, -1.88], [1.68, 7.62, -1.75], [0.22, 7.72, -1.45], [-0.18, 8.97, -1.14], [2.55, 8.03, -0.58], [2.09, 8.47, -2.97], [-2.07, 6.86, -1.15], [-0.26, 7.37, -4.20], [-1.30, 8.52, -3.53], [-1.75, 6.77, -4.18], [-0.49, 4.84, -1.41], [-1.03, 5.01, -3.08], [1.25, 5.62, -3.87], [1.38, 4.34, -2.85], [3.04, 6.01, -2.24], [1.94, 5.66, -0.90], [3.62, 7.84, -0.63], [2.60, 9.11, -0.51], [2.19, 7.58, 0.35], [3.18, 8.43, -2.99], [1.84, 8.01, -3.92], [1.75, 9.51, -2.89], [-1.93, 6.44, -0.15], [-2.72, 6.10, -1.59], [-2.55, 7.84, -1.20], [-0.30, 9.29, -2.04], [-1.48, -4.19, 3.82], [-2.11, -5.05, 2.76], [-3.27, -5.87, 3.35], [-4.12, -6.57, 2.29], [-4.70, -5.50, 1.29], [-3.60, -4.63, 0.60], [-2.63, -4.15, 1.68], [-1.80, -3.13, 1.29], [-2.91, -5.48, -0.44], [-4.44, -3.41, 0.12], [-0.99, -5.96, 2.16], [-1.40, -4.85, 4.67], [-2.21, -3.44, 4.12], [-0.61, -3.66, 3.41], [-2.91, -6.63, 4.04], [-3.97, -5.26, 3.92], [-5.00, -7.01, 2.77], [-3.47, -7.28, 1.78], [-5.34, -4.85, 1.88], [-5.30, -6.06, 0.57], [-3.49, -5.39, -1.36], [-1.95, -5.09, -0.78], [-2.77, -6.54, -0.24], [-3.82, -2.71, -0.44], [-5.31, -3.60, -0.50], [-4.68, -2.74, 0.95], [-0.45, -6.52, 2.92], [-0.28, -5.30, 1.66], [-1.33, -6.69, 1.43], [-2.20, -2.33, 1.63], [3.60, -1.61, -7.43], [2.45, -2.27, -6.56], [2.95, -3.55, -5.85], [3.97, -3.32, -4.70], [3.38, -2.43, -3.64], [2.82, -1.08, -4.28], [2.00, -1.36, -5.46], [1.44, -0.24, -6.04], [1.87, -0.59, -3.16], [3.89, 0.05, -4.55], [1.34, -2.68, -7.46], [4.57, -1.46, -6.96], [3.33, -0.56, -7.58], [3.70, -1.97, -8.45], [2.13, -4.01, -5.29], [3.39, -4.19, -6.61], [4.90, -2.89, -5.07], [4.15, -4.33, -4.33], [4.09, -2.22, -2.83], [2.64, -3.05, -3.13], [1.32, 0.32, -3.38], [1.11, -1.31, -2.85], [2.48, -0.36, -2.28], [4.88, -0.22, -4.91], [3.43, 0.91, -5.02], [4.23, 0.43, -3.59], [1.62, -3.52, -8.10], [1.04, -1.89, -8.16], [0.49, -3.00, -6.86], [0.55, -0.10, -5.70], [1.74, -5.31, 5.88], [1.90, -4.25, 4.94], [2.45, -3.03, 5.40], [1.44, -2.20, 6.14], [0.58, -1.56, 5.18], [-0.60, -1.00, 5.78], [-0.41, 0.24, 6.69], [-0.19, -0.26, 8.00], [-0.04, 0.79, 8.95], [0.77, -5.39, 6.37], [2.53, -5.24, 6.63], [1.92, -6.29, 5.46], [2.87, -2.45, 4.58], [3.33, -3.26, 6.00], [1.83, -1.34, 6.69], [0.91, -2.77, 6.90], [0.17, -2.31, 4.64], [-1.21, -1.86, 6.07], [-1.23, -0.69, 4.95], [-1.42, 0.65, 6.64], [0.38, 0.93, 6.40], [-0.14, 0.35, 9.94], [-0.86, 1.51, 8.99], [0.92, 1.30, 8.87], [0.29, 3.91, 1.59], [-0.01, 2.62, 2.14], [0.30, 2.41, 3.47], [1.51, 1.46, 3.44], [1.11, 0.18, 2.94], [2.22, -0.53, 2.44], [1.73, -1.76, 1.66], [0.91, -1.49, 0.54], [0.91, -2.61, -0.35], [1.33, 4.11, 1.85], [-0.34, 4.73, 1.94], [0.37, 3.95, 0.50], [-0.57, 1.90, 3.86], [0.43, 3.33, 4.05], [1.94, 1.33, 4.43], [2.22, 1.95, 2.78], [0.68, -0.36, 3.67], [2.91, -0.85, 3.22], [2.79, 0.17, 1.84], [1.30, -2.46, 2.38], [2.60, -2.33, 1.33], [1.73, -2.78, -1.05], [-0.05, -2.55, -0.87], [0.61, -3.52, 0.17], [-2.89, 3.04, 1.21], [-2.07, 2.38, 0.34], [-2.50, 2.31, -1.01], [-1.40, 1.69, -1.85], [-1.07, 0.29, -1.49], [-2.25, -0.59, -1.74], [-2.81, -0.66, -3.16], [-1.77, -0.99, -4.07], [-1.51, -2.35, -4.30], [-2.83, 4.12, 1.20], [-2.68, 2.65, 2.21], [-3.94, 2.80, 1.03], [-2.74, 3.27, -1.45], [-3.48, 1.82, -0.96], [-0.53, 2.30, -1.60], [-1.48, 1.75, -2.93], [-0.38, 0.05, -2.19], [-3.09, -0.43, -1.07], [-1.84, -1.57, -1.51], [-3.28, 0.26, -3.50], [-3.56, -1.44, -3.27], [-2.42, -2.93, -4.50], [-1.25, -2.91, -3.40], [-0.79, -2.56, -5.09]],
  "lowdin_charge": [1.421, -0.300, -0.484, 0.045, 0.041, 0.045, -0.294, -0.501, 0.052, 0.034, 0.036, -0.008, -0.452, -0.144, -0.164, -0.144, -0.503, -0.153, 0.011, -0.058, -0.023, -0.012, 0.056, 0.075, 0.083, 0.097, 0.115, 0.108, 0.096, 0.127, 0.111, 0.087, 0.080, 0.088, 0.084, 0.069, 0.084, 0.073, 0.068, 0.078, 0.074, -0.036, -0.489, -0.147, -0.168, -0.134, -0.450, -0.113, -0.026, -0.037, -0.030, -0.013, 0.092, 0.092, 0.069, 0.117, 0.119, 0.107, 0.093, 0.111, 0.116, 0.078, 0.076, 0.071, 0.052, 0.088, 0.072, 0.079, 0.072, 0.060, 0.041, -0.018, -0.490, -0.127, -0.194, -0.128, -0.424, -0.120, -0.018, -0.048, -0.014, -0.051, 0.062, 0.072, 0.077, 0.116, 0.120, 0.103, 0.108, 0.122, 0.098, 0.082, 0.062, 0.079, 0.071, 0.081, 0.062, 0.088, 0.087, 0.071, 0.099, -0.104, -0.188, -0.207, -0.194, -0.074, -0.191, -0.192, -0.198, -0.106, 0.079, 0.083, 0.083, 0.104, 0.118, 0.124, 0.126, 0.076, 0.128, 0.095, 0.121, 0.118, 0.084, 0.083, 0.086, -0.062, -0.355, -0.205, -0.181, -0.127, -0.214, -0.186, -0.246, -0.084, 0.097, 0.096, 0.072, 0.122, 0.134, 0.119, 0.124, 0.074, 0.110, 0.117, 0.112, 0.127, 0.082, 0.068, 0.078, -0.126, -0.269, -0.179, -0.186, -0.079, -0.178, -0.185, -0.195, -0.106, 0.090, 0.094, 0.096, 0.119, 0.122, 0.099, 0.126, 0.065, 0.117, 0.093, 0.120, 0.120, 0.082, 0.077, 0.071]
}